Entry 1:
{
  "formula": "C5H10O",
  "method": "wB97M-V/def2-TZVPD",
  "e_above_lowest_kcal_mol": 12.5,
  "energy_ha": -271.67143,
  "homo_energy_ev": [0.46, -3.29],
  "total_charge": -1,
  "homo_lumo_gap_ev": [3.97, 7.57],
  "spin_multiplicity": 2,
  "symbols": ["H", "H", "H", "O", "C", "C", "C", "C", "H", "H", "H", "C", "H", "H", "H", "H"],
  "xyz": [[-0.631, 2.816, -0.187], [0.732, 1.990, 0.890], [0.059, -1.639, -1.976], [-2.462, -0.298, 1.867], [-0.010, 1.976, 0.102], [0.589, -0.395, -0.359], [-0.145, 0.834, -0.649], [0.979, -1.173, -1.591], [-1.515, -0.444, 1.939], [-0.839, 0.938, -1.490], [0.594, -0.157, 1.780], [0.837, -0.767, 0.919], [-2.656, 0.468, 1.285], [1.338, -1.705, 1.158], [1.747, -1.901, -1.308], [1.381, -0.544, -2.381]],
  "forces_ev_per_a": [[0.2, 0.3, 0.4], [-0.1, 0.4, 0.1], [0.3, -0.4, -0.2], [-1.4, 0.4, 0.0], [-0.6, -0.1, 0.1], [-1.7, 2.2, -1.8], [1.0, -0.6, 0.3], [-0.4, -0.5, 0.8], [0.4, 0.4, -0.6], [0.4, -0.5, -0.3], [-0.2, 0.1, -0.1], [1.0, -1.0, 1.2], [1.0, -0.7, 0.5], [0.1, 0.1, -0.1], [-0.3, -0.3, -0.3], [0.1, 0.2, 0.0]]
}



Entry 2:
{
  "formula": "C5H10O",
  "method": "wB97M-V/def2-TZVPD",
  "e_above_lowest_kcal_mol": 73.7,
  "energy_ha": -271.63513,
  "homo_energy_ev": -7.80,
  "total_charge": 0,
  "homo_lumo_gap_ev": 8.59,
  "smiles": "C/C=C/O.C=C",
  "symbols": ["H", "H", "H", "C", "C", "C", "H", "C", "H", "O", "H", "H", "C", "H", "H", "H"],
  "xyz": [[0.709, 1.568, 1.355], [1.017, 0.746, -0.979], [2.235, -0.560, 1.330], [1.301, -1.112, 1.261], [0.056, 0.604, -0.501], [0.805, -1.532, 0.097], [-2.112, 0.402, -2.746], [-0.171, 1.118, 0.891], [-2.005, 0.337, -0.602], [-1.177, 0.420, -2.527], [0.769, -1.280, 2.189], [-0.672, 0.434, 1.585], [-1.081, 0.481, -1.174], [-0.181, -1.982, 0.027], [-0.871, 1.902, 0.615], [1.379, -1.545, -0.822]],
  "forces_ev_per_a": [[-0.1, -0.2, 0.0], [-0.2, 0.0, -0.1], [0.0, -0.3, 0.0], [0.3, -0.8, -0.1], [-0.6, 1.2, -0.5], [0.5, -1.0, 0.6], [0.0, -0.1, -0.2], [-0.5, 0.7, 0.0], [0.1, 0.3, -0.3], [-0.2, -0.3, -0.4], [0.0, 0.2, -0.1], [0.3, 0.1, -0.2], [0.2, -0.3, 0.0], [0.2, -0.2, 0.1], [0.0, 0.6, 1.2], [-0.1, 0.2, 0.1]]
}



Entry 3:
{
  "formula": "C5H10O",
  "method": "wB97M-V/def2-TZVPD",
  "e_above_lowest_kcal_mol": 41.9,
  "energy_ha": -271.68582,
  "homo_energy_ev": -9.96,
  "total_charge": 0,
  "homo_lumo_gap_ev": 10.97,
  "smiles": "C1C[C@H]2C[C@@H]12.O",
  "symbols": ["C", "H", "O", "C", "H", "C", "C", "C", "H", "H", "H", "H", "H", "H", "H", "H"],
  "xyz": [[-0.109, 1.223, -0.375], [1.185, 0.781, 1.352], [-1.297, -0.192, 2.435], [-0.640, -0.178, -0.680], [2.122, 0.829, -0.169], [0.343, -0.932, -1.517], [1.151, 0.585, 0.278], [0.601, -0.803, -0.049], [0.014, -1.915, -1.843], [-1.969, 0.324, 1.975], [0.051, 1.868, -1.246], [0.692, -1.682, 0.586], [0.974, -0.405, -2.232], [-0.912, -0.730, 1.732], [-0.711, 1.765, 0.360], [-1.680, -0.489, -0.615]],
  "forces_ev_per_a": [[-0.1, 0.1, 0.0], [0.0, 0.0, -0.2], [-0.1, 0.0, 0.0], [-0.3, 0.0, -0.1], [-0.1, 0.0, 0.1], [0.0, -0.1, -0.1], [0.1, 0.0, 0.1], [0.2, -0.2, 0.2], [0.1, 0.2, 0.0], [0.0, 0.0, 0.1], [0.0, -0.1, 0.1], [0.0, 0.1, -0.1], [-0.1, 0.0, 0.1], [0.0, 0.1, 0.1], [0.1, -0.1, -0.1], [0.2, 0.0, 0.0]]
}



Entry 4:
{
  "formula": "C5H10O",
  "method": "wB97M-V/def2-TZVPD",
  "e_above_lowest_kcal_mol": 36.3,
  "energy_ha": -271.69484,
  "homo_energy_ev": -8.82,
  "total_charge": 0,
  "homo_lumo_gap_ev": 9.82,
  "smiles": "C=C/C=C/C.O",
  "symbols": ["O", "H", "H", "C", "H", "H", "H", "H", "H", "C", "H", "C", "H", "C", "H", "C"],
  "xyz": [[-0.367, 1.221, -2.214], [2.839, 0.175, -0.603], [-1.302, 0.610, 0.686], [-0.916, -0.402, 0.578], [-1.380, -2.519, 0.178], [-2.599, -1.306, -0.354], [-1.248, 0.930, -1.983], [0.925, -1.373, 0.202], [3.033, 1.755, 0.263], [-1.832, -1.550, 0.390], [1.050, 1.428, 1.549], [2.430, 0.863, 0.126], [0.053, 1.512, -1.389], [1.258, 0.728, 0.756], [-2.370, -1.619, 1.341], [0.427, -0.450, 0.473]],
  "forces_ev_per_a": [[0.4, 0.4, -0.1], [-0.3, -0.2, 0.0], [-0.5, -0.3, 0.5], [2.1, 0.1, -0.8], [0.2, 0.2, -0.1], [0.1, -0.2, 0.0], [-0.2, -0.1, 0.2], [0.1, 0.0, 0.0], [0.0, -0.1, 0.3], [-1.0, 0.5, 0.4], [-0.6, 0.2, -0.1], [0.1, 0.8, 0.1], [-0.2, -0.3, -0.3], [1.4, -0.9, -0.8], [-0.2, -0.4, -0.1], [-1.5, 0.3, 0.9]]
}



Entry 5:
{
  "formula": "C5H10O",
  "method": "wB97M-V/def2-TZVPD",
  "e_above_lowest_kcal_mol": 34.2,
  "energy_ha": -271.69805,
  "homo_energy_ev": -10.04,
  "total_charge": 0,
  "homo_lumo_gap_ev": 11.05,
  "smiles": "CCC1(O)CC1",
  "symbols": ["H", "O", "C", "H", "H", "H", "H", "C", "H", "H", "H", "C", "C", "H", "C", "H"],
  "xyz": [[2.484, 1.027, -0.480], [-0.512, -1.274, 1.171], [1.859, 0.368, 0.125], [-1.146, 1.135, 1.537], [-0.577, 1.821, -0.048], [-2.623, -0.639, -0.173], [-0.884, -2.101, 0.843], [0.856, -0.463, -0.689], [-1.863, 0.400, -1.458], [1.139, -1.521, -0.770], [2.482, -0.246, 0.779], [-1.784, 0.006, -0.449], [-0.448, -0.383, 0.080], [1.248, 1.008, 0.772], [-0.975, 0.949, 0.475], [0.744, -0.087, -1.715]],
  "forces_ev_per_a": [[0.1, -0.3, 0.0], [0.0, -0.3, 0.0], [0.1, 0.1, 0.1], [-0.4, -0.3, -0.4], [-0.1, -0.3, 0.1], [0.2, 0.6, 0.3], [0.1, 0.0, 0.1], [-0.1, 0.0, 0.1], [0.1, -0.2, 0.0], [0.1, 0.2, 0.0], [0.0, 0.1, -0.2], [-0.1, 0.2, 0.0], [0.1, 0.2, -0.2], [0.6, 0.0, 0.0], [-0.6, 0.0, -0.2], [-0.1, 0.0, 0.3]]
}



Entry 6:
{
  "formula": "C5H10O",
  "method": "wB97M-V/def2-TZVPD",
  "e_above_lowest_kcal_mol": 99.1,
  "energy_ha": -271.59467,
  "homo_energy_ev": -7.92,
  "total_charge": 0,
  "homo_lumo_gap_ev": 9.09,
  "smiles": "C1CCOCC1",
  "symbols": ["H", "C", "H", "H", "C", "H", "H", "H", "C", "H", "H", "C", "H", "H", "C", "O"],
  "xyz": [[1.556, -1.680, 0.558], [-1.384, 0.021, -0.310], [-2.368, 0.136, 0.060], [1.677, 0.756, 0.641], [0.878, -1.139, -0.118], [-0.570, -0.856, 1.474], [-0.463, 2.778, 0.108], [-1.408, -0.224, -1.404], [-0.622, 1.652, 0.242], [2.072, 0.431, -1.081], [-0.254, 1.506, 1.283], [-0.562, -1.081, 0.404], [0.911, -1.659, -1.085], [-1.057, -2.059, 0.278], [1.322, 0.322, -0.300], [0.271, 1.096, -0.752]],
  "forces_ev_per_a": [[-0.3, 0.2, -0.1], [-1.4, 1.0, 1.3], [-1.3, -0.8, 0.4], [0.4, -0.2, 0.1], [-0.1, 0.2, -0.1], [0.1, -0.1, 0.0], [-1.8, -1.3, -0.3], [0.1, 1.2, 0.9], [0.9, -2.5, -1.3], [0.5, -0.3, 0.2], [-0.2, -0.5, -0.5], [-0.2, 0.5, 0.2], [-0.1, 0.1, 0.2], [0.0, 0.4, -0.1], [0.7, 0.0, 0.1], [2.9, 2.0, -1.0]]
}